The following is a quantum chemistry calculation of 4 unconnected molecules or ions with the total composition C4H6N2O4 in a non-equilibrium geometry, from OMol25.

Last columns: bonded neighbours and bond lengths (Å).
Element x y z (Å)
1 O 0.986 -0.872 1.666  C2 1.350, H10 0.962
2 C 0.668 0.270 1.021  O1 1.350, C3 1.383, C6 1.417
3 C 0.988 1.588 1.298  C2 1.383, N4 1.355, H11 1.085
4 N 0.358 2.323 0.349  C3 1.355, N5 1.331, H12 1.010
5 N -0.291 1.581 -0.545  N4 1.331, C6 1.324
6 C -0.103 0.326 -0.167  C2 1.417, N5 1.324
7 O -1.829 -0.610 -0.068  C8 1.277
8 C -2.163 -1.619 -0.776  O7 1.277, O9 1.258, H13 1.103
9 O -1.512 -1.994 -1.785  C8 1.258
10 H 1.682 -0.728 2.314  O1 0.962
11 H 1.716 2.023 1.973  C3 1.085
12 H 0.443 3.319 0.202  N4 1.010
13 H -2.887 -2.325 -0.332  C8 1.103
14 O 0.832 -0.579 -1.766  H16 0.964
15 H -0.209 -1.443 -2.097  no bonds
16 H 1.320 -1.260 -1.289  O14 0.964

Properties
- charge = 0
- max |F| (hartree/bohr) = 0.088
- HOMO level (eV) = -8.45
- DFT total energy (eV) = -15409.838
- relative energy (zero: lowest compared OMol25 entry of this formula, charge and spin) (kcal per mole) = 149.3



The following is a quantum chemistry calculation of 2 unconnected molecules or ions with the total composition C4H6N2O7S in a non-equilibrium geometry, from OMol25.

Last columns: bonded neighbours and bond lengths (Å).
Element x y z (Å)
1 C 2.018 -0.836 0.315  C3 1.436, O7 1.275, O10 1.264
2 C -1.063 -2.331 -0.076  C4 1.405, O8 1.364, O11 1.247
3 C 0.813 -0.385 0.954  C1 1.436, N5 1.441, H15 1.090
4 C -0.834 -1.036 -0.571  C2 1.405, N6 1.395, S14 1.792
5 N 0.783 1.021 1.272  C3 1.441, H16 1.006, H17 0.985
6 N -0.563 -0.669 -1.889  C4 1.395, H18 0.979, H19 1.109
7 O 2.398 -0.292 -0.774  C1 1.275
8 O -1.671 -2.351 1.146  C2 1.364, H20 1.033
9 O -1.367 1.539 -0.276  S14 1.452
10 O 2.609 -1.755 0.949  C1 1.264
11 O -0.860 -3.354 -0.758  C2 1.247
12 O -2.067 0.150 1.496  S14 1.511
13 O -3.230 0.034 -0.585  S14 1.412
14 S -1.958 0.241 -0.008  C4 1.792, O9 1.452, O12 1.511, O13 1.412
15 H 0.397 -0.997 1.755  C3 1.090
16 H 0.911 1.536 0.418  N5 1.006
17 H -0.083 1.297 1.652  N5 0.985
18 H -0.740 0.286 -1.761  N6 0.979
19 H 0.475 -0.728 -2.277  N6 1.109
20 H -2.005 -1.421 1.450  O8 1.033

Properties
- charge = -2
- max |F| (hartree/bohr) = 0.078
- HOMO level (alpha / beta) (eV) = -0.52 / -0.52
- DFT total energy (eV) = -32392.844
- relative energy (zero: lowest compared OMol25 entry of this formula, charge and spin) (kcal per mole) = 28.0



Which of these has the highest max |F|?
C4H6N2O4